Record 1
Below is 3 unconnected molecules or ions with the total composition C2H11N2O2, with properties calculated with ωB97M-V/def2-TZVPD.

Geometry (Å):
C (-1.188, 0.018, 1.427)
N (1.371, -1.107, -0.972)
C (0.859, -0.382, 0.021)
N (-0.434, -0.514, 0.298)
H (-1.299, 1.099, 1.293)
H (-0.706, -0.273, 2.351)
H (-2.174, -0.437, 1.426)
H (0.734, -1.369, -1.744)
H (2.386, -1.223, -1.040)
H (1.518, 0.220, 0.643)
H (-1.053, -0.966, -0.389)
H (0.868, 2.073, 2.908)
H (1.533, 2.324, 1.708)
O (0.862, 1.692, 2.006)
H (-1.302, -1.193, -3.364)
H (-0.914, 0.368, -3.604)
O (-1.061, -0.330, -2.967)

Forces on atoms 1 to 2 (eV/Å):
-0.3107 -1.1523 -0.4097
-1.2723 1.2990 0.5653

Computed properties:
Relative energy (zero: lowest compared OMol25 entry of this formula, charge and spin) ... 2.093 eV
Net charge ... +2
Expectation value of S² ... 0.786
Spin multiplicity ... 2
Calculated total energy ... -9306.970 eV
HOMO level (spin up / spin down) ... -19.652 / -19.599 eV
HOMO-LUMO gap (spin up / spin down) ... 9.8 / 5.2 eV
E_LUMO (spin up / spin down) ... -9.9 / -14.4 eV

Record 2
Below is 3 unconnected molecules or ions with the total composition C2H11N2O2, with properties calculated with ωB97M-V/def2-TZVPD.

Geometry (Å):
C (-0.523, 0.692, 0.442)
C (0.119, 0.259, 1.602)
N (0.447, 1.067, 2.556)
N (-0.802, -0.163, -0.679)
H (-1.171, 1.561, 0.462)
H (0.349, -0.767, 1.879)
H (0.796, 0.775, 3.461)
H (0.298, 2.079, 2.573)
H (-1.812, -0.203, -0.816)
H (-0.400, 0.239, -1.587)
H (-0.453, -1.168, -0.611)
H (0.493, -3.237, -1.001)
H (0.731, -2.969, 0.493)
O (0.475, -2.538, -0.331)
H (0.987, 1.044, -3.221)
H (0.343, 2.055, -2.361)
O (0.121, 1.274, -2.859)

Forces on atoms 1 to 2 (eV/Å):
-1.1315 -0.3567 -0.4324
0.6111 -0.5277 1.0316

Computed properties:
Relative energy (zero: lowest compared OMol25 entry of this formula, charge and spin) ... 0.125 eV
Net charge ... +2
Expectation value of S² ... 0.766
Spin multiplicity ... 2
Calculated total energy ... -9308.938 eV
HOMO level (spin up / spin down) ... -19.768 / -19.991 eV
HOMO-LUMO gap (spin up / spin down) ... 11.3 / 8.1 eV
E_LUMO (spin up / spin down) ... -8.5 / -11.9 eV

Record 3
Below is 2 unconnected molecules or ions with the total composition C2H11N3O, with properties calculated with ωB97M-V/def2-TZVPD.

Geometry (Å):
N (-2.568, 0.170, -2.065)
C (-3.031, 0.174, -3.397)
N (-2.077, -0.037, -4.414)
H (-1.666, 0.643, -1.938)
H (-3.151, 0.803, -1.518)
H (-3.765, -0.689, -3.382)
H (-3.583, 1.075, -3.746)
H (-2.459, -0.543, -5.218)
H (-1.259, -0.583, -4.149)
N (3.104, 0.278, 2.748)
C (2.665, -0.385, 3.933)
O (3.440, 0.069, 5.074)
H (3.238, 0.005, 1.797)
H (2.836, 1.249, 2.797)
H (1.672, -0.023, 4.199)
H (2.781, -1.455, 3.849)
H (3.822, -0.751, 5.429)

Forces on atoms 1 to 2 (eV/Å):
0.3030 2.4877 -0.2297
0.7234 -0.6516 -0.0909

Computed properties:
Relative energy (zero: lowest compared OMol25 entry of this formula, charge and spin) ... 1.354 eV
Net charge ... +1
Expectation value of S² ... 0.755
Spin multiplicity ... 2
Calculated total energy ... -8759.796 eV
HOMO level (spin up / spin down) ... -10.931 / -10.931 eV
HOMO-LUMO gap (spin up / spin down) ... 7.3 / 1.8 eV
E_LUMO (spin up / spin down) ... -3.6 / -9.2 eV

Record 4
Below is 3 unconnected molecules or ions with the total composition C2H11N3O2, with properties calculated with ωB97M-V/def2-TZVPD.

Geometry (Å):
H (-1.256, 2.260, 0.288)
N (-1.320, 1.266, 0.139)
C (-0.574, 0.726, -0.751)
N (0.511, 1.353, -1.294)
N (-0.820, -0.629, -1.088)
C (-1.306, -1.423, 0.058)
H (1.093, 0.893, -1.981)
H (0.482, 2.343, -1.445)
H (0.062, -1.047, -1.369)
H (-2.096, -0.919, 0.596)
H (-1.831, -2.286, -0.365)
H (-0.519, -1.725, 0.749)
O (2.867, -0.287, -1.086)
H (2.987, -0.196, -0.149)
H (3.636, -0.621, -1.550)
O (-0.587, -0.262, 3.329)
H (-0.452, -0.085, 2.391)
H (-0.877, 0.639, 3.529)

Forces on atoms 1 to 2 (eV/Å):
0.6302 0.1684 -0.1863
-0.8989 -0.5305 -0.0964

Computed properties:
Relative energy (zero: lowest compared OMol25 entry of this formula, charge and spin) ... 0.844 eV
Calculated total energy ... -10817.531 eV
Structure (SMILES) ... [H]/N=C(\N)NC.O.O
HOMO level ... -8.868 eV
HOMO-LUMO gap ... 9.3 eV
E_LUMO ... 0.4 eV